#w
C3H2O3 | wB97M-V/def2-TZVPD

The geometry in XYZ format:
```
8
Properties=species:S:1:pos:R:3:nbo_charge:R:1
O 4.9005 0.8645 0.3195 -0.50
C 3.9641 0.2207 0.5680 1.02
O 3.0362 -0.4295 0.7134 -0.52
C -0.6432 0.2684 -1.8942 -0.39
C -0.0032 0.1859 -0.8725 0.30
O 0.5426 0.4750 0.2921 -0.66
H -1.2910 -0.0759 -2.6696 0.24
H 1.5072 0.7062 0.2040 0.50
```

Output
E_HOMO: -9.5 eV
Total charge: 0
Kohn-Sham gap: 0.353 hartree

***

#x
C3H2O3 | wB97M-V/def2-TZVPD

The geometry in XYZ format:
```
8
Properties=species:S:1:pos:R:3:nbo_charge:R:1
C 0.2813 0.6998 0.8531 0.22
C -0.0040 -0.1759 -0.2208 -0.03
C -0.8718 -0.7773 -1.0281 0.38
O -1.1321 -1.5220 -1.8881 -0.46
O 1.5713 0.8925 0.9312 -0.14
O 2.1255 0.2414 -0.1519 -0.39
H -0.4080 1.1389 1.5563 0.23
H -1.5622 -0.4974 -0.0517 0.20
```

Output
E_HOMO (alpha / beta): -9.7 / -9.7 eV
Total charge: 0
Kohn-Sham gap (alpha / beta): 0.323 / 0.323 hartree

***

#y
C3H2O3 | wB97M-V/def2-TZVPD

The geometry in XYZ format:
```
8
Properties=species:S:1:pos:R:3:nbo_charge:R:1
O -0.5992 2.2632 -0.6267 -0.42
C -0.5936 1.1478 -0.0281 0.30
C 0.4816 0.1490 -0.1150 0.32
O 1.5692 0.4082 -0.5313 -0.37
C 0.2582 -1.2305 0.1018 0.32
O -0.7434 -1.7645 0.4961 -0.45
H -1.4967 0.9875 0.5977 0.16
H 1.1240 -1.9607 0.1056 0.15
```

Output
E_HOMO: -10.5 eV
Total charge: 0
Kohn-Sham gap: 0.309 hartree

***

#z
C3H2O3 | wB97M-V/def2-TZVPD

The geometry in XYZ format:
```
8
Properties=species:S:1:pos:R:3:nbo_charge:R:1
O -2.1769 -0.7819 0.0826 -0.52
C -1.1326 -0.2321 0.0936 0.77
O -0.7746 0.9589 0.6123 -0.50
C 0.7267 0.6517 0.2388 0.32
O 0.7612 0.5127 -1.0947 -0.42
C 0.2984 -0.6093 -0.3557 -0.10
H 1.4809 1.0453 0.8873 0.22
H 0.8170 -1.5454 -0.4644 0.23
```

Output
E_HOMO: -10.6 eV
Total charge: 0
Kohn-Sham gap: 0.418 hartree

***

Relative energy table, unit kcal/mol: #w 0.0; #x 135.2; #y 10.7; #z 12.3

***

#w
C5H10N2 | wB97M-V/def2-TZVPD

The geometry in XYZ format:
```
17
Properties=species:S:1:pos:R:3:nbo_charge:R:1
C 1.7120 0.1967 0.8039 -0.64
C 0.7461 1.2639 0.3495 -0.04
N 0.5642 1.5893 -1.0579 -0.56
C -0.5546 0.9717 -0.3239 -0.15
C -0.9346 -0.3807 -0.6994 0.14
C -1.7035 -1.3598 -0.9868 -0.09
N -0.2251 -1.6382 -1.1095 -0.64
H 2.7419 0.5520 0.6802 0.21
H 1.5820 -0.7355 0.2472 0.24
H 1.5598 -0.0216 1.8662 0.22
H 0.7424 2.1600 0.9703 0.20
H 1.0121 0.8734 -1.6300 0.35
H -1.3952 1.6365 -0.1374 0.23
H -2.6258 -1.9055 -1.0786 0.23
H 0.0262 -1.5464 -2.1031 0.31
H -1.5306 -0.6610 2.4236 -0.01
H -1.7172 -0.9950 1.7856 0.00
```

Output
E_HOMO: -8.2 eV
Total charge: 0
Kohn-Sham gap: 0.345 hartree

***

#x
C5H10N2 | wB97M-V/def2-TZVPD

The geometry in XYZ format:
```
17
Properties=species:S:1:pos:R:3:nbo_charge:R:1
C 1.3494 -0.4102 1.7193 -0.65
C 1.6623 0.5177 0.5664 0.01
N 1.1532 0.3627 -0.7016 -0.67
C 0.0600 1.0951 -0.2999 -0.03
C -1.3208 0.5120 -0.4134 -0.14
C -1.6966 -0.2733 -1.6293 -0.25
N -1.5648 -0.9370 -0.3391 -0.58
H 0.5710 -1.1414 1.4974 0.21
H 0.9856 0.1347 2.5979 0.21
H 2.1844 -1.0265 2.0849 0.21
H 2.6163 1.0836 0.6547 0.17
H 1.5598 0.0922 -1.5775 0.38
H 0.1295 2.1539 -0.0602 0.19
H -2.1048 1.1041 0.0585 0.21
H -2.7121 -0.2209 -2.0185 0.20
H -0.9216 -0.4315 -2.3817 0.19
H -0.6650 -1.4180 -0.3410 0.35
```

Output
E_HOMO: -8.0 eV
Total charge: 0
Kohn-Sham gap: 0.335 hartree

***

#y
C5H10N2 | wB97M-V/def2-TZVPD

The geometry in XYZ format:
```
17
Properties=species:S:1:pos:R:3:nbo_charge:R:1
H -3.5057 0.0026 -0.6934 0.34
N -3.0158 -0.0546 0.1384 -0.60
C -1.7743 -0.1272 -0.0613 0.28
N -0.7841 -0.1304 0.9899 -0.45
C 0.4766 0.7330 0.8362 -0.07
C 0.8054 1.6233 -0.3547 -0.65
C 0.4950 -0.7584 0.8345 -0.05
C 0.9844 -1.5963 -0.3952 -0.63
H -1.3529 -0.0902 -1.0396 0.12
H 0.6083 1.1963 1.8200 0.21
H 1.8430 2.1268 -0.2133 0.23
H 0.9150 1.0270 -1.2838 0.21
H 0.0381 2.4522 -0.4044 0.23
H 0.8992 -1.0849 1.7676 0.19
H 0.8002 -0.9670 -1.2716 0.20
H 0.4662 -2.5651 -0.4229 0.22
H 2.1013 -1.7870 -0.2463 0.22
```

Output
E_HOMO: -9.0 eV
Total charge: 0
Kohn-Sham gap: 0.365 hartree

***

Relative energy table, unit kcal/mol: #w 67.4; #x 41.0; #y 0.0

***

#w
C5H10N2 | wB97M-V/def2-TZVPD

The geometry in XYZ format:
```
17
Properties=species:S:1:pos:R:3:nbo_charge:R:1
C 1.1600 -2.7082 1.5815 -0.06
N 1.5177 -1.4981 1.7241 -0.40
C 1.2767 -0.6219 0.6475 -0.05
C 0.0436 -0.3045 0.2276 -0.25
C -0.2455 0.2357 -1.1535 -0.43
C -1.2678 1.3910 -1.0317 -0.21
N -0.6528 2.5602 -0.4189 -0.85
H 0.6458 -2.9608 0.6489 0.15
H 1.3705 -3.4028 2.3830 0.18
H 2.2588 -0.2405 0.3813 0.21
H -0.8113 -0.6484 0.7992 0.20
H 0.6740 0.4564 -1.7000 0.21
H -0.7398 -0.5786 -1.6874 0.21
H -1.6181 1.7239 -2.0109 0.19
H -2.0726 0.8882 -0.4778 0.15
H -0.2523 2.3570 0.4923 0.36
H -1.2869 3.3514 -0.4054 0.36
```

Output
E_HOMO: -8.7 eV
Total charge: 0
Kohn-Sham gap: 0.357 hartree

***

#x
C5H10N2 | wB97M-V/def2-TZVPD

The geometry in XYZ format:
```
17
Properties=species:S:1:pos:R:3:nbo_charge:R:1
C -1.8328 0.0590 -0.9255 -0.66
C -1.2933 0.2449 0.4594 -0.03
C -0.1973 0.9948 0.8356 -0.35
C 0.9591 0.6019 0.1069 0.41
N 1.9022 1.5033 -0.3117 -0.79
N 0.9594 -0.6250 -0.3924 -0.55
C 0.8697 -1.7794 0.4700 -0.42
H -2.2179 -0.9549 -1.0493 0.22
H -1.0792 0.2558 -1.6839 0.23
H -2.6796 0.7359 -1.0798 0.22
H -2.0608 0.0771 1.2181 0.18
H -0.1542 1.6156 1.7215 0.22
H 1.6170 2.4544 -0.4793 0.38
H 2.6129 1.1333 -0.9228 0.40
H 0.3816 -1.5801 1.4339 0.17
H 1.8754 -2.1677 0.6649 0.19
H 0.3377 -2.5689 -0.0656 0.19
```

Output
E_HOMO (alpha / beta): -7.9 / -7.9 eV
Total charge: 0
Kohn-Sham gap (alpha / beta): 0.312 / 0.312 hartree

***

Relative energy table, unit kcal/mol: #w 0.0; #x 12.9

***

#w
C5H10N2 | wB97M-V/def2-TZVPD

The geometry in XYZ format:
```
17
Properties=species:S:1:pos:R:3:nbo_charge:R:1
H 0.9419 2.7024 0.8006 0.33
N 1.4981 2.0145 1.3005 -0.71
C 1.0282 0.8461 1.3152 0.29
N -0.1529 0.3436 0.8347 -0.43
C -1.0289 1.1463 0.0336 -0.42
C -0.2277 -1.1099 0.5822 -0.25
C 0.4732 -1.4297 -0.7011 -0.19
C -0.1024 -1.2531 -1.8911 -0.40
H 1.6536 0.0842 1.7741 0.16
H -0.7942 0.9427 -1.0814 0.20
H -0.9556 2.1959 0.3114 0.21
H -2.0582 0.8200 0.1925 0.20
H 0.2312 -1.6266 1.4266 0.21
H -1.2866 -1.3756 0.5197 0.20
H 1.5417 -1.5855 -0.6209 0.20
H 0.4137 -1.5230 -2.7994 0.21
H -1.1751 -1.1924 -1.9974 0.19
```

Output
E_HOMO: -8.7 eV
Total charge: 0
Kohn-Sham gap: 0.356 hartree

***

#x
C5H10N2 | wB97M-V/def2-TZVPD

The geometry in XYZ format:
```
17
Properties=species:S:1:pos:R:3:nbo_charge:R:1
C -2.0899 0.1067 0.5520 -0.50
C -1.0426 0.1313 -0.2481 0.18
N -0.2529 0.9798 -1.0167 -0.59
C 0.2293 -0.3949 -0.7013 -0.12
C 1.2479 -0.6809 0.3674 -0.10
C 2.2860 0.3173 0.6970 -0.25
N 1.2039 0.0290 1.6347 -0.58
H -2.7214 0.9822 0.6622 0.21
H -2.3342 -0.7988 1.0948 0.22
H 0.1403 1.7367 -0.4617 0.36
H 0.3323 -1.0031 -1.6014 0.22
H 1.4718 -1.7431 0.4607 0.21
H 3.2740 -0.0067 1.0111 0.20
H 2.2632 1.2527 0.1386 0.19
H 0.4784 0.7452 1.6282 0.35
H -2.3651 -0.7570 -1.7674 0.01
H -2.1212 -0.8964 -2.4503 -0.02
```

Output
E_HOMO: -9.1 eV
Total charge: 0
Kohn-Sham gap: 0.372 hartree

***

Relative energy table, unit kcal/mol: #w 0.0; #x 64.4

***

#w
C4H6N2O | wB97M-V/def2-TZVPD

The geometry in XYZ format:
```
13
Properties=species:S:1:pos:R:3:nbo_charge:R:1
C 2.2529 0.3534 -0.3632 -0.25
O 1.3684 -0.7343 -0.1514 -0.49
C 0.0908 -0.3872 0.0837 0.40
C -0.9731 -1.2416 0.1091 -0.19
N -2.0797 -0.4166 0.3312 -0.53
C -1.5937 0.8535 0.4154 0.19
N -0.2935 0.9156 0.2960 -0.51
H 1.9311 0.9696 -1.2119 0.18
H 3.2229 -0.0994 -0.5733 0.19
H 2.3038 0.9841 0.5284 0.19
H -1.0292 -2.3220 0.1072 0.22
H -2.9422 -0.5615 -0.1706 0.41
H -2.2585 1.6863 0.5992 0.19
```

Output
E_HOMO: -8.2 eV
Total charge: 0
Kohn-Sham gap: 0.337 hartree

***

#x
C4H6N2O | wB97M-V/def2-TZVPD

The geometry in XYZ format:
```
13
Properties=species:S:1:pos:R:3:nbo_charge:R:1
N -1.8291 0.9731 -0.2797 -0.83
C -0.5525 0.4410 -0.1553 0.07
C 0.6276 1.1797 0.1872 -0.34
C 1.6970 0.3183 0.1572 -0.06
N 1.2262 -0.9244 -0.1561 -0.55
C -0.1461 -0.8637 -0.3226 0.30
O -0.8585 -2.0358 -0.2116 -0.69
H -2.6059 0.3691 -0.4905 0.39
H -2.0423 1.8644 0.1396 0.39
H 0.6603 2.1969 0.5534 0.22
H 2.7503 0.4502 0.3733 0.21
H 1.7622 -1.7003 -0.5165 0.41
H -0.6892 -2.2685 0.7216 0.48
```

Output
E_HOMO: -7.2 eV
Total charge: 0
Kohn-Sham gap: 0.296 hartree

***

#y
C4H6N2O | wB97M-V/def2-TZVPD

The geometry in XYZ format:
```
13
Properties=species:S:1:pos:R:3:nbo_charge:R:1
N 0.5490 2.2127 -0.1495 -0.82
C 0.4108 0.8127 -0.1170 0.28
C 1.0002 -0.1419 -0.9003 -0.34
C 0.4749 -1.4086 -0.5016 -0.34
C -0.4149 -1.1728 0.4977 0.38
O -1.2288 -2.0033 1.2090 -0.69
N -0.4773 0.1840 0.7247 -0.56
H 0.2519 2.6004 -1.0368 0.38
H 0.0003 2.6792 0.5678 0.36
H 1.7176 0.0473 -1.6848 0.22
H 0.7077 -2.3756 -0.9157 0.22
H -2.0872 -2.0192 0.7629 0.48
H -0.9041 0.5849 1.5437 0.41
```

Output
E_HOMO: -7.4 eV
Total charge: 0
Kohn-Sham gap: 0.299 hartree

***

Relative energy table, unit kcal/mol: #w 4.1; #x 7.8; #y 0.0

***

#w
C4H6N2O2 | wB97M-V/def2-TZVPD

The geometry in XYZ format:
```
14
Properties=species:S:1:pos:R:3:nbo_charge:R:1
C -0.0572 -0.7633 1.1867 -0.10
C -0.0405 -1.3987 -0.1659 -0.47
C -0.5698 -0.2455 -1.2413 0.10
C 0.3640 1.9198 0.0712 0.32
H -0.9031 -0.3645 1.5893 0.21
H 0.2776 -1.7380 1.6904 0.19
H -0.8281 -2.2369 -0.3037 0.24
H 0.9221 -1.6757 -0.6707 0.26
H -1.4157 -0.4423 -1.9380 0.19
H 0.1609 3.0455 -0.2713 0.23
N -0.2420 1.0062 -1.5725 -0.17
N 0.3555 1.5226 1.2549 -0.20
O 0.9888 1.1987 -1.0142 -0.40
O 0.9878 0.1723 1.3853 -0.39
```

Output
E_HOMO: -10.0 eV
Total charge: 0
Kohn-Sham gap: 0.385 hartree

***

#x
C4H6N2O2 | wB97M-V/def2-TZVPD

The geometry in XYZ format:
```
14
Properties=species:S:1:pos:R:3:nbo_charge:R:1
H -0.1017 -1.5451 -2.7477 0.37
N 0.6405 -1.3399 -2.0876 -0.56
C 0.3828 -0.6150 -1.1284 0.23
C 1.4235 -0.4867 0.1687 -0.28
C 1.7696 0.6388 0.7743 -0.32
C -0.6690 -0.3809 -0.1165 0.70
O -1.3007 -1.2363 0.4881 -0.59
O -1.0993 0.9218 -0.2566 -0.39
N -2.0659 1.3353 0.7086 -0.50
H 2.1079 -1.3189 0.1128 0.22
H 1.0624 1.4568 0.9188 0.21
H 2.7107 0.7435 1.2856 0.21
H -2.9595 1.0335 0.3188 0.35
H -1.9014 0.7930 1.5611 0.35
```

Output
E_HOMO: -9.5 eV
Total charge: 0
Kohn-Sham gap: 0.351 hartree

***

Relative energy table, unit kcal/mol: #w 50.1; #x 0.0